The following is a DFT calculation (ωB97M-V/def2-TZVPD) of a 14-piece molecular cluster, C66H142N14O14 overall at a distorted geometry.

The HOMO energy (alpha / beta) comes out at -6.8 / -8.5 eV. Its spin multiplicity is 5. The net charge is 0.

```
236
Properties=species:S:1:pos:R:3:forces:R:3:mulliken_charge:R:1
C 0.013 -4.046 -5.787 -2.485 0.653 0.779 -0.239
O -0.831 -3.563 -5.008 1.077 -0.062 -1.404 -0.416
N 1.049 -4.753 -5.336 0.318 -0.164 0.136 0.493
C 1.966 -5.312 -6.299 1.271 -1.505 0.073 -1.018
C 1.314 -4.731 -3.918 1.458 -0.261 0.749 -1.780
H -0.128 -3.952 -6.906 0.456 -0.227 0.910 0.308
H 2.721 -4.618 -6.649 -0.041 0.462 -0.147 0.264
H 1.351 -5.649 -7.109 -0.021 -0.108 -0.778 0.475
H 2.605 -6.227 -6.024 -1.439 1.206 0.441 0.267
H 2.416 -4.697 -3.807 -0.479 -0.105 0.171 0.679
H 0.893 -3.889 -3.401 -0.172 0.841 -0.373 0.117
H 0.894 -5.523 -3.312 -0.066 -0.808 -0.518 0.563
C -2.255 -2.550 4.512 3.369 2.870 0.077 0.094
O -1.729 -1.401 4.314 -1.717 -2.642 0.332 -0.374
N -3.493 -2.897 4.270 -1.091 1.976 -1.853 0.429
C -3.971 -4.198 4.537 -0.712 -0.671 1.097 -0.942
C -4.379 -1.900 3.546 -0.455 -1.262 0.635 -0.579
H -1.581 -3.337 4.926 -0.724 0.089 -0.113 0.044
H -4.207 -4.697 3.609 -0.132 -0.458 -0.199 0.280
H -4.880 -4.144 5.178 0.470 -0.157 -0.441 0.308
H -3.195 -4.734 5.098 -0.255 -0.124 -0.292 0.335
H -3.795 -1.162 3.013 0.318 -0.258 -0.288 -0.313
H -5.174 -2.388 2.893 1.358 0.320 0.842 0.484
H -4.884 -1.358 4.331 -0.502 0.305 0.181 0.314
C -1.144 6.092 3.311 -0.501 3.080 -2.071 0.122
O -0.678 7.227 3.172 -0.643 -0.095 0.108 -0.712
N -0.526 5.152 3.924 0.167 -2.645 1.548 0.438
C -1.007 3.759 3.931 -0.589 1.824 1.845 -0.478
C 0.611 5.484 4.702 0.933 -0.971 0.976 -1.303
H -2.087 5.815 2.849 -0.475 -0.229 -0.186 0.372
H -2.016 3.805 3.558 -0.168 -0.512 -0.625 -0.316
H -1.083 3.316 4.957 0.277 0.601 -0.569 0.367
H -0.302 3.233 3.371 0.685 -1.392 -1.192 0.415
H 1.291 4.625 4.623 0.561 0.588 -0.352 0.479
H 1.020 6.482 4.472 -0.136 -0.778 -0.033 0.288
H 0.320 5.395 5.745 -0.076 0.567 0.494 0.328
C -2.162 -5.857 -2.043 -0.477 0.731 -3.380 0.016
O -1.417 -5.910 -3.040 -1.003 -0.110 2.031 -0.631
N -3.491 -5.516 -2.107 1.596 -0.280 0.232 0.241
C -4.122 -5.091 -3.348 0.635 -1.289 1.237 -0.929
C -4.241 -5.643 -0.902 -0.564 1.632 1.012 -1.048
H -1.850 -6.035 -1.036 0.523 -0.348 0.899 0.392
H -3.319 -4.992 -4.033 0.479 -0.192 -1.090 0.255
H -4.561 -4.145 -3.226 -0.771 1.301 0.271 0.331
H -4.854 -5.848 -3.577 -0.324 -0.110 -0.750 0.336
H -3.704 -5.154 -0.067 -0.122 -0.293 -0.209 0.283
H -5.185 -5.086 -0.973 0.211 -0.133 -0.177 0.372
H -4.486 -6.639 -0.603 -0.093 -0.903 0.000 0.346
C -3.348 1.389 4.107 0.000 -0.522 0.967 -0.283
O -3.687 1.869 3.044 0.228 0.334 -0.657 0.158
N -4.178 1.402 5.195 0.259 0.070 -1.161 0.428
C -5.487 1.991 4.971 0.274 -0.068 -0.135 -1.091
C -3.971 0.797 6.450 1.146 -1.715 2.201 -0.979
H -2.370 0.890 4.213 -0.248 0.038 0.445 0.145
H -6.273 1.486 5.525 0.176 0.217 0.655 0.397
H -5.751 1.799 3.951 -0.146 0.396 -0.637 0.259
H -5.381 3.061 5.147 -0.701 0.009 0.092 0.290
H -2.930 0.431 6.698 -0.832 0.676 -0.913 0.222
H -4.245 1.433 7.307 0.035 0.237 -0.476 0.396
H -4.585 -0.115 6.597 0.007 0.288 -0.310 0.346
C 6.207 -3.147 -0.658 0.652 -0.260 -0.303 -0.096
O 6.141 -2.259 0.188 0.133 -0.760 -1.009 -0.465
N 5.212 -4.016 -0.997 0.060 -1.156 0.310 0.754
C 3.967 -4.029 -0.214 0.192 0.117 -0.133 -0.620
C 5.567 -5.240 -1.774 -0.780 0.246 0.309 -0.805
H 7.148 -3.382 -1.303 -1.121 0.661 1.039 0.118
H 3.893 -4.869 0.457 0.299 -0.612 0.189 0.643
H 3.049 -4.024 -0.798 0.194 0.091 -0.512 -0.144
H 3.942 -3.166 0.423 0.038 0.503 0.117 -0.380
H 4.722 -5.520 -2.414 0.206 0.531 -0.293 0.184
H 6.466 -5.022 -2.352 -0.185 -0.169 -0.097 0.289
H 5.704 -6.192 -1.213 0.254 0.932 0.420 0.280
C -0.405 -5.728 2.751 1.568 -0.763 -1.813 0.086
O -0.407 -6.209 3.839 -0.343 -0.653 2.197 -0.655
N 0.396 -6.089 1.719 0.366 0.897 -0.951 0.237
C 0.480 -5.128 0.598 1.648 0.057 1.013 -0.045
C 1.498 -7.019 1.831 -0.851 -1.222 1.763 -1.073
H -1.042 -4.967 2.383 -1.346 1.318 0.038 0.462
H -0.458 -4.603 0.476 -0.274 -0.223 -0.323 -0.141
H 0.826 -5.700 -0.271 -0.466 0.397 -0.142 0.184
H 1.238 -4.331 0.847 -0.671 -0.883 -0.365 -0.239
H 1.239 -7.683 2.700 0.385 0.634 -0.582 0.402
H 1.486 -7.703 0.983 0.372 0.314 -0.284 0.347
H 2.485 -6.576 2.053 -0.449 0.096 -0.414 0.255
C 6.002 1.613 1.099 2.120 -4.181 -2.788 0.244
O 6.024 2.682 0.616 -0.478 3.940 -1.480 -0.589
N 5.914 1.295 2.341 0.026 -1.690 3.175 0.205
C 5.827 -0.057 2.819 0.245 -0.482 -0.042 -0.768
C 5.900 2.294 3.302 -1.553 2.419 2.044 -1.037
H 6.343 0.702 0.505 -0.943 0.377 -0.001 0.310
H 4.928 -0.327 3.367 -0.869 0.453 -0.396 0.227
H 6.553 -0.275 3.599 0.799 0.135 -0.316 0.374
H 5.937 -0.693 1.953 0.091 -0.582 0.034 0.198
H 6.467 2.092 4.215 0.174 -0.600 -0.236 0.368
H 6.331 3.247 2.912 -0.882 -0.665 0.114 0.292
H 4.817 2.365 3.649 1.162 0.793 -0.183 0.223
C 2.962 -3.315 3.803 -0.148 0.671 0.758 -0.062
O 2.402 -3.729 2.816 -0.151 -0.272 -0.088 -0.388
N 2.363 -2.861 4.964 3.085 0.314 -1.246 0.221
C 3.307 -2.160 5.845 -2.020 0.255 0.799 -0.936
C 0.952 -2.671 5.129 0.698 -0.893 -3.106 -0.903
H 4.088 -3.216 3.872 -0.814 -0.274 -0.151 0.225
H 4.310 -2.557 5.724 -0.030 0.124 0.189 0.343
H 2.897 -2.312 6.865 0.767 0.018 -0.245 0.341
H 3.246 -1.068 5.673 0.366 -0.354 -0.056 0.261
H 0.535 -3.080 4.173 0.020 0.518 0.676 -0.216
H 0.699 -3.372 5.852 -1.285 -0.573 1.896 0.554
H 0.670 -1.640 5.204 -0.301 0.399 0.524 0.508
C -2.927 -1.145 -4.068 -0.012 1.246 0.005 0.006
O -3.741 -1.354 -3.173 0.499 0.209 -0.706 -0.592
N -2.642 0.121 -4.603 -1.055 -2.643 1.971 0.264
C -1.509 0.179 -5.427 1.239 0.318 -0.691 -1.219
C -3.188 1.277 -3.948 0.655 0.050 -1.354 -0.752
H -2.295 -1.928 -4.533 -0.367 0.023 0.131 0.391
H -1.651 -0.473 -6.244 -0.137 -0.794 -1.204 0.521
H -0.540 -0.117 -5.024 0.017 0.109 0.703 0.274
H -1.400 1.161 -5.834 0.070 0.752 -0.260 0.413
H -4.164 0.992 -3.624 -0.774 0.367 0.209 0.409
H -2.578 1.579 -3.132 0.471 0.274 1.089 0.204
H -3.128 2.086 -4.682 -0.661 0.081 0.167 0.356
C 2.886 3.784 -0.659 -0.183 4.543 -0.650 -1.318
C 2.349 5.021 0.332 3.021 -1.728 2.225 2.330
C 2.986 6.366 0.141 0.730 0.588 1.182 -1.577
C 2.587 7.205 -1.033 1.869 -1.480 -2.902 -0.949
C 1.097 7.506 -1.089 1.382 -2.064 3.710 -1.707
C 0.406 6.112 -0.803 -5.077 1.047 -0.377 1.260
N 0.901 5.359 0.456 1.072 0.180 -3.917 -0.131
O 0.112 4.505 0.900 -0.770 -0.952 0.778 0.501
C -1.210 6.539 -0.503 1.631 2.158 -2.495 -1.202
C 0.268 5.292 -2.184 2.420 0.206 -0.615 -1.438
C 2.903 4.602 1.754 -3.589 -0.781 0.339 -0.813
H 2.054 3.635 -1.231 -2.579 -2.013 -0.978 0.505
H 3.516 2.916 -0.443 -0.299 0.629 0.712 -0.469
H 3.285 4.417 -1.478 1.296 -0.486 0.443 0.456
H 2.462 6.887 0.923 0.072 0.618 1.044 0.569
H 4.116 6.494 0.495 -2.240 -0.795 -1.415 0.325
H 2.884 6.672 -1.972 -0.173 0.191 0.393 0.313
H 3.432 7.849 -0.898 -0.540 2.245 -0.749 0.477
H 0.575 8.058 -1.805 -0.120 0.393 -1.989 0.658
H 0.942 8.116 -0.208 -0.410 0.065 0.652 0.432
H -1.676 6.604 -1.563 0.362 -0.747 1.775 0.431
H -1.827 6.026 0.228 0.350 -0.380 -0.168 -0.093
H -1.196 7.651 -0.291 -0.017 -1.242 0.507 0.376
H 1.345 4.945 -2.430 -1.942 0.055 0.021 0.261
H -0.505 4.498 -2.363 0.871 0.375 1.140 0.212
H 0.032 5.982 -3.046 0.293 -0.099 1.217 0.508
H 2.893 3.473 1.549 0.562 1.493 1.897 -0.199
H 2.038 4.956 2.554 2.489 -1.150 -1.790 -0.300
H 3.862 5.103 1.964 -0.382 -0.792 -0.024 0.641
C 4.363 -2.048 -6.331 -1.578 1.235 0.624 -1.530
C 3.490 -0.892 -5.511 0.017 -3.080 -1.240 1.438
C 2.695 -1.693 -4.464 -0.876 2.194 2.630 1.167
C 3.437 -1.899 -3.076 -1.700 -1.280 -1.673 0.327
C 3.976 -0.651 -2.570 -0.892 1.617 2.430 0.184
C 4.974 0.087 -3.428 -1.727 2.182 -0.920 1.967
N 4.328 0.238 -5.015 -7.366 -7.571 12.219 0.542
O 4.939 0.760 -5.775 8.363 7.293 -9.662 -0.676
C 5.083 1.517 -2.836 -0.948 0.872 -0.628 -1.312
C 6.265 -0.591 -3.568 2.243 -0.218 1.232 -1.400
C 2.564 -0.281 -6.594 0.897 -2.181 -1.228 -1.352
H 3.826 -2.956 -6.255 -1.167 -0.901 0.613 0.162
H 5.333 -2.438 -6.107 1.121 0.997 0.235 0.345
H 4.140 -1.830 -7.348 1.150 0.381 -1.130 0.554
H 1.845 -0.972 -4.146 0.859 -1.073 -0.437 -0.793
H 2.180 -2.653 -4.693 0.784 1.014 -0.795 -0.637
H 4.201 -2.669 -3.109 -0.194 -0.559 0.009 0.759
H 2.571 -2.119 -2.426 0.770 -0.774 0.124 -1.247
H 4.187 -0.723 -1.427 0.785 -0.131 -2.039 -0.727
H 3.061 -0.037 -2.444 0.392 0.436 -0.464 -0.344
H 5.253 2.261 -3.633 0.522 -0.369 0.117 0.541
H 4.072 1.894 -2.447 1.437 -0.872 -0.076 -0.103
H 5.896 1.609 -2.077 -0.791 -0.080 -0.441 0.246
H 7.042 -0.261 -4.294 -1.004 0.349 0.229 0.222
H 6.753 -0.494 -2.549 -0.300 -0.413 -0.989 0.309
H 6.086 -1.628 -3.762 0.105 -0.896 -0.079 0.331
H 2.373 -1.158 -7.340 -0.242 1.703 1.212 0.347
H 3.224 0.427 -7.130 -0.899 0.011 0.128 0.495
H 1.617 0.097 -6.207 0.281 0.240 -0.070 0.153
C 2.812 -0.004 0.743 2.396 -0.176 -2.251 -0.444
C 1.374 0.205 0.741 -4.602 -3.907 -1.903 2.482
C 0.775 1.283 -0.068 1.449 5.315 3.987 0.691
C -0.711 1.617 -0.336 0.875 -4.104 0.209 0.199
C -1.132 0.216 -1.141 0.006 3.863 -1.496 -0.584
C -0.686 -1.120 -0.565 -1.046 3.883 3.019 1.933
N 0.724 -1.010 -0.161 1.860 -3.532 1.908 0.294
O 1.203 -2.229 0.101 -0.240 2.497 -0.423 1.192
C -1.738 -1.226 0.716 -0.306 -0.988 -3.875 -1.980
C -0.929 -2.263 -1.476 1.767 0.507 -0.552 -0.400
C 0.879 0.081 2.203 1.620 0.540 2.798 -0.636
H 3.511 0.472 0.003 -1.241 -0.106 0.353 -0.956
H 3.094 -1.041 0.776 -0.429 -0.911 -0.560 -0.719
H 3.157 0.231 1.674 1.190 1.408 2.308 0.818
H 1.106 2.083 0.718 -0.521 0.019 -1.470 -0.884
H 1.382 1.598 -0.903 0.124 -0.644 -0.533 -0.114
H -0.566 2.528 -0.899 -0.947 0.006 -0.633 0.133
H -1.367 1.805 0.538 0.655 -0.174 -0.315 -0.569
H -0.653 0.439 -2.132 -0.261 -0.695 0.430 0.011
H -2.211 0.313 -1.323 0.182 -0.741 0.094 -0.253
H -2.108 -0.357 1.248 0.458 0.271 -0.158 -0.047
H -2.507 -1.647 0.009 -0.405 0.827 1.406 0.710
H -1.556 -2.049 1.331 0.844 -1.146 1.460 0.314
H -0.457 -2.027 -2.488 -0.286 -0.736 1.232 -0.368
H -0.430 -3.070 -0.888 -0.999 -0.098 -1.374 -0.766
H -1.987 -2.196 -1.609 -0.684 -1.092 -0.375 0.761
H 0.772 -0.898 2.766 -0.434 0.610 -1.658 -0.620
H 0.191 0.819 2.665 -0.511 -0.545 -1.186 -0.517
H 1.790 0.424 2.779 -0.703 -0.099 -0.385 0.641
C -5.581 4.665 2.425 1.868 -3.590 -0.273 -0.795
C -6.049 3.978 1.008 1.846 0.010 0.922 0.752
C -4.837 3.820 0.017 -0.082 1.907 1.697 0.062
C -5.111 2.852 -1.044 2.490 0.608 -3.186 -0.776
C -5.048 1.467 -0.578 -3.168 -0.986 0.660 0.447
C -6.348 1.263 0.379 -1.594 -0.796 -3.128 0.929
N -6.708 2.563 1.043 -0.768 0.729 5.084 0.821
O -7.401 2.358 2.220 1.558 1.291 -3.585 -0.641
C -7.645 0.910 -0.388 0.293 0.760 -0.717 -1.742
C -6.105 0.302 1.442 3.018 1.662 2.805 -1.856
C -7.041 4.896 0.502 -2.031 -1.236 -4.229 -1.381
H -6.436 4.660 3.086 -0.218 0.684 0.064 0.397
H -4.913 5.581 2.411 -1.397 -0.804 -0.627 0.322
H -4.898 3.868 2.876 -0.689 0.986 -0.336 -0.329
H -4.386 4.802 -0.495 -1.089 -1.779 1.912 0.333
H -4.185 3.283 0.727 0.994 0.791 -0.668 -0.451
H -4.314 3.072 -1.827 -0.322 -0.682 0.813 0.049
H -5.944 3.004 -1.715 -0.997 0.252 0.351 0.431
H -4.456 1.191 0.221 2.966 0.439 1.078 -0.278
H -4.801 0.785 -1.394 -1.016 -0.513 0.147 0.049
H -8.526 0.613 0.218 0.689 0.633 -0.023 0.372
H -7.770 1.867 -0.908 -1.082 -0.441 -0.380 0.386
H -7.510 0.128 -1.135 0.320 -0.068 0.022 0.345
H -5.651 -0.658 1.386 -0.031 -0.757 -1.006 0.381
H -5.382 0.939 2.014 0.694 -1.114 -0.187 0.015
H -6.779 0.439 2.226 -2.140 -0.972 0.651 0.878
H -7.214 4.440 -0.575 0.158 1.517 1.285 0.300
H -6.493 5.844 0.419 -1.291 0.256 0.118 0.407
H -8.078 4.721 0.880 1.037 1.113 0.563 0.332
```
Positions in Å, forces in eV/Å.